(1)
{
  "formula": "C20H65N19O11",
  "method": "the ωB97M-V functional and the def2-TZVPD basis",
  "homo_lumo_gap_ev": 8.8,
  "molar_mass_g_mol": 747.9,
  "e_homo_ev": -8.511,
  "lumo_ev": 0.26,
  "e_above_lowest_ev": 0.586,
  "smiles": "COC[C@H](C)N.COC[C@H](C)N.COC[C@H](C)N.NC(N)=O.NC(N)=O.NC(N)=O.NC(N)=O.NC(N)=O.NC(N)=O.NC(N)=O.NC(N)=O",
  "symbols": ["C", "O", "C", "C", "C", "N", "H", "H", "H", "H", "H", "H", "H", "H", "H", "H", "H", "C", "O", "C", "C", "C", "N", "H", "H", "H", "H", "H", "H", "H", "H", "H", "H", "H", "C", "O", "C", "C", "C", "N", "H", "H", "H", "H", "H", "H", "H", "H", "H", "H", "H", "N", "C", "N", "O", "H", "H", "H", "H", "N", "C", "N", "O", "H", "H", "H", "H", "N", "C", "N", "O", "H", "H", "H", "H", "N", "C", "N", "O", "H", "H", "H", "H", "N", "C", "N", "O", "H", "H", "H", "H", "N", "C", "N", "O", "H", "H", "H", "H", "N", "C", "N", "O", "H", "H", "H", "H", "N", "C", "N", "O", "H", "H", "H", "H"],
  "positions_angstrom": [[6.5263, 11.6644, 17.2592], [7.0612, 10.3570, 17.2712], [8.2430, 10.1413, 18.0080], [8.7005, 8.7119, 17.8281], [9.1176, 8.4125, 16.3890], [7.5902, 7.7859, 18.0674], [5.5633, 11.6564, 16.7538], [7.1267, 12.3182, 16.6136], [6.5440, 12.0193, 18.2909], [9.0307, 10.8780, 17.7947], [8.0297, 10.3587, 19.0659], [9.5171, 8.4759, 18.5133], [10.1387, 8.7015, 16.1225], [8.4658, 8.9632, 15.7075], [9.0687, 7.3482, 16.1692], [6.8346, 8.1048, 17.4681], [7.2721, 7.9388, 19.0227], [-2.4045, 16.6238, 26.9429], [-1.1429, 16.6511, 26.2988], [-0.8083, 15.4917, 25.5811], [0.6748, 15.5721, 25.2473], [0.9880, 16.7682, 24.3732], [1.1551, 14.3496, 24.6818], [-2.7120, 15.6232, 27.2617], [-3.1932, 16.9948, 26.2849], [-2.3100, 17.2142, 27.8521], [-0.9340, 14.5662, 26.1608], [-1.4643, 15.4230, 24.7031], [1.1088, 15.7814, 26.2388], [2.0269, 16.7315, 24.0402], [0.7825, 17.7082, 24.8856], [0.3742, 16.8486, 23.4704], [0.9991, 13.5074, 25.2187], [2.1478, 14.3503, 24.4767], [2.9431, 12.5757, 15.8535], [2.1140, 11.4564, 16.0013], [2.5816, 10.3681, 16.7630], [1.5252, 9.2837, 16.7283], [1.7173, 8.0518, 17.6491], [1.4223, 8.6697, 15.3683], [3.1086, 13.0110, 16.8506], [2.4607, 13.3526, 15.2664], [3.9217, 12.2430, 15.4935], [3.5716, 10.0432, 16.4285], [2.6226, 10.6389, 17.8276], [0.5721, 9.8076, 16.8645], [2.6668, 7.5431, 17.4835], [0.9017, 7.3369, 17.5774], [1.7755, 8.4069, 18.6834], [0.9496, 9.3745, 14.8056], [0.7301, 7.9364, 15.4826], [4.1911, 12.7481, 19.3630], [3.8071, 13.5803, 20.3847], [3.7163, 12.8700, 21.5428], [3.4739, 14.7614, 20.2836], [4.5705, 11.8729, 19.6698], [4.4941, 13.1446, 18.4902], [4.0961, 11.9493, 21.6618], [3.3881, 13.4498, 22.3026], [3.4478, 15.6026, 17.2876], [4.7651, 15.7352, 16.9898], [5.0108, 15.8629, 15.6607], [5.6314, 15.8125, 17.8618], [3.1511, 15.4581, 18.2438], [2.7781, 15.5904, 16.5443], [5.9382, 16.0508, 15.3276], [4.2844, 15.6210, 15.0163], [7.7368, 14.5138, 19.6151], [7.2722, 15.0354, 20.7764], [6.2449, 15.9022, 20.6146], [7.7480, 14.6856, 21.8694], [8.6923, 14.2086, 19.6671], [7.1950, 14.5305, 18.7694], [5.7175, 16.2849, 21.3827], [5.8929, 15.9829, 19.6692], [6.7885, 11.6973, 21.7426], [7.9327, 11.2210, 22.2839], [8.6394, 12.1637, 22.9494], [8.2946, 10.0415, 22.1808], [6.2525, 11.0396, 21.1865], [6.5449, 12.6728, 21.7708], [9.5477, 11.8247, 23.2175], [8.3750, 13.1370, 22.8945], [5.5878, 14.4112, 24.4914], [5.1593, 13.2092, 24.8959], [6.0008, 12.6013, 25.7885], [4.1164, 12.7222, 24.4278], [5.1929, 14.9164, 23.7156], [6.4124, 14.7744, 24.9275], [5.7197, 11.7421, 26.2238], [6.8260, 13.0747, 26.0893], [4.4908, 7.7558, 19.6729], [5.0795, 8.7059, 20.4236], [5.9246, 8.2060, 21.3615], [5.0213, 9.9282, 20.1729], [4.3516, 6.8285, 20.0220], [3.9356, 8.1504, 18.9309], [6.3028, 7.2819, 21.3243], [6.4207, 8.9849, 21.7823], [1.1194, 10.5437, 20.5227], [0.5655, 9.5421, 21.3054], [-0.7341, 9.3292, 20.9699], [1.1759, 8.9987, 22.2092], [0.5125, 11.1180, 19.9771], [2.0718, 10.7586, 20.7701], [-1.2607, 8.6562, 21.5007], [-1.2550, 9.9079, 20.3439], [4.0304, 19.0199, 23.0634], [4.1417, 17.7367, 22.6574], [3.3288, 17.4715, 21.6035], [4.7789, 16.8598, 23.2444], [3.4709, 19.6659, 22.5403], [4.3702, 19.3916, 23.9316], [3.0625, 16.5020, 21.4871], [3.1253, 18.1273, 20.8754]]
}

(2)
{
  "formula": "C4H4N2O2",
  "method": "the ωB97M-V functional and the def2-TZVPD basis",
  "homo_lumo_gap_ev": 8.9,
  "molar_mass_g_mol": 112.1,
  "e_homo_ev": -8.743,
  "lumo_ev": 0.16,
  "e_above_lowest_ev": 2.407,
  "smiles": "O=c1nccc(O)[nH]1",
  "symbols": ["O", "C", "N", "C", "C", "C", "O", "N", "H", "H", "H", "H"],
  "positions_angstrom": [[-0.3053, 0.5562, 2.3659], [0.0155, 0.1883, 1.2746], [1.0820, -0.8253, 1.1111], [1.2179, -1.1406, -0.0811], [0.5841, -0.7537, -1.3314], [-0.4010, 0.2544, -1.0470], [-1.0736, 0.7758, -2.0338], [-0.6697, 0.6093, 0.1353], [1.9247, -2.0402, -0.3627], [0.5061, -1.2495, -2.4756], [-1.7500, 1.3849, -1.9403], [-1.0353, 1.4702, 0.5065]]
}

(3)
{
  "formula": "C5H34O14",
  "method": "the ωB97M-V functional and the def2-TZVPD basis",
  "homo_lumo_gap_ev": 8.3,
  "molar_mass_g_mol": 318.3,
  "e_homo_ev": -3.360,
  "lumo_ev": 4.97,
  "e_above_lowest_ev": 0.000,
  "charge": -2,
  "symbols": ["C", "O", "C", "C", "C", "C", "O", "H", "H", "H", "H", "H", "H", "H", "H", "H", "H", "H", "H", "O", "H", "H", "O", "H", "H", "O", "H", "H", "O", "H", "H", "O", "H", "H", "O", "H", "H", "O", "H", "H", "O", "H", "H", "O", "H", "H", "O", "H", "H", "O", "H", "H", "O"],
  "positions_angstrom": [[-0.5729, 0.4346, -1.1212], [-0.3412, 0.2323, -2.5151], [0.1583, -0.5878, -0.2737], [0.0723, -0.3037, 1.2271], [1.1339, 0.6777, 1.7236], [2.5516, 0.0505, 1.7219], [3.5219, 0.8041, 1.0389], [-0.2193, 1.4508, -0.9246], [-1.6483, 0.4006, -0.9338], [-0.2112, -1.5853, -0.5061], [1.2013, -0.6180, -0.6131], [0.1660, -1.2391, 1.7909], [-0.9327, 0.0672, 1.4477], [0.9094, 0.9974, 2.7475], [1.1917, 1.5685, 1.0928], [2.5112, -0.9544, 1.2693], [2.9108, -0.0672, 2.7602], [-1.0040, -3.0286, -2.4708], [-0.5656, -4.5550, -0.8566], [-1.3184, -4.2865, -1.4009], [-3.9311, -2.7268, -0.5221], [-3.9913, -1.6174, -1.6242], [-4.5732, -2.0975, -1.0213], [2.5152, 3.1342, -1.8643], [1.5413, 4.0008, -0.9746], [2.4155, 3.9945, -1.3863], [-5.1195, -1.9057, 1.9010], [-5.0715, -1.2499, 0.5346], [-5.2521, -1.0302, 1.4789], [-2.0239, -3.9630, -0.6499], [-2.3973, -2.8516, 0.8299], [-2.9159, -3.5222, 0.3384], [3.2844, 3.5992, 0.2982], [3.5399, 2.3143, 1.1541], [3.5414, 3.3536, 1.1937], [0.0540, -2.7986, -3.5613], [-0.4627, -0.7059, -2.7575], [-0.7164, -2.3831, -3.1836], [3.0969, 1.0100, -2.1905], [1.6824, 1.2999, -2.7654], [2.5915, 1.6397, -2.7638], [-0.8108, 3.7092, 0.7576], [0.4727, 4.4204, 1.2923], [-0.1691, 4.4231, 0.5403], [3.7491, 0.3271, -0.2239], [4.8944, 0.1729, -1.3368], [3.9614, -0.0684, -1.2096], [-5.6779, -3.9150, 1.2917], [-4.1383, -3.7612, 1.3843], [-4.9846, -3.7952, 1.9413], [2.3889, 3.8926, 2.0712], [1.3945, 3.4298, 3.1809], [1.5975, 4.2121, 2.6429]]
}

(4)
{
  "formula": "C4H18NO6",
  "method": "the ωB97M-V functional and the def2-TZVPD basis",
  "homo_lumo_gap_ev": [9.2, 4.1],
  "molar_mass_g_mol": 176.2,
  "e_homo_ev": [-18.119, -18.112],
  "lumo_ev": [-8.92, -14.03],
  "e_above_lowest_ev": 0.543,
  "spin_multiplicity": 2,
  "charge": 2,
  "symbols": ["O", "C", "C", "N", "C", "C", "O", "H", "H", "H", "H", "H", "H", "H", "H", "H", "H", "H", "H", "O", "H", "H", "O", "H", "H", "O", "H", "H", "O"],
  "positions_angstrom": [[3.2370, 0.9294, -0.4552], [2.2398, 0.2773, -0.9586], [1.4753, -0.4800, 0.1311], [0.0397, -0.1341, 0.2730], [-0.3033, 0.0679, 1.6734], [0.2418, 1.3467, 2.3659], [2.0433, 0.1864, -2.1628], [3.8254, 1.4239, -1.0526], [1.9184, -0.3775, 1.1329], [1.6641, -1.5570, -0.0207], [-0.6595, -0.7679, -0.2008], [-0.2707, 0.7272, -0.2262], [-1.3725, 0.0216, 1.8771], [0.0584, -0.8048, 2.2412], [-0.5956, 1.7680, 2.9279], [1.0126, 1.1019, 3.0939], [0.4807, 2.1312, 1.6459], [-0.0449, -0.3087, -4.0549], [-1.1073, 0.4893, -4.6321], [-0.9349, -0.0140, -3.8208], [-0.6039, -3.0798, 0.7999], [-0.0649, -3.8631, 1.9946], [0.0141, -3.0215, 1.5346], [-2.6448, 2.1397, 0.2091], [-1.8469, 3.2045, 0.7263], [-1.7506, 2.2690, 0.5332], [-2.5781, -1.7047, -1.7161], [-1.6005, -0.8715, -2.3874], [-1.8722, -1.0996, -1.4719]]
}

Number 1: E -72636.563 eV. Number 2: E -11286.132 eV. Number 3: E -34405.910 eV. Number 4: E -18195.220 eV.